This record from the Open Molecules 2025 dataset describes the molecule C5H4O2. The level of theory is the ωB97M-V functional and the def2-TZVPD basis.

Geometry as XYZ:
```
11
Properties=species:S:1:pos:R:3:forces:R:3
O -1.10070 -1.90028 1.37100 0.25 0.48 -0.36
C -0.64057 -0.98502 0.73140 -0.28 -0.20 0.16
C -1.04038 0.42680 0.69887 -0.05 0.10 -0.03
C -0.23462 1.14810 -0.09004 -0.08 -0.19 0.14
C 0.84539 0.35049 -0.79219 0.04 -0.30 0.27
C 0.57010 -1.11261 -0.23125 0.31 0.02 -0.25
O 1.19181 -2.13863 -0.31743 -0.18 1.12 -0.49
H -1.90357 0.79026 1.23682 0.05 0.07 0.03
H -0.39573 2.21304 -0.26350 0.24 -0.27 -0.01
H 1.86943 0.59104 -0.48894 -0.12 0.19 0.26
H 0.83750 0.63444 -1.86280 -0.18 -1.01 0.27
```
Forces are in eV/Å.

Properties
E = -9343.4383 eV
largest force on an atom = 1.23 eV/Å
ΔE to the lowest compared entry with this formula, charge and spin = 71.8 kJ/mol
E_HOMO = -9.44 eV
HOMO-LUMO gap = 8.8 eV
LUMO = -0.67 eV

Results of the Mulliken charge analysis, in e, for atoms 1 through 2:
1 O -0.524
2 C 0.636

---

This record from the Open Molecules 2025 dataset describes a cluster of 2 separate species, C4H11NO2 in total. The level of theory is the ωB97M-V functional and the def2-TZVPD basis.

Geometry as XYZ:
```
18
Properties=species:S:1:pos:R:3:forces:R:3
C -1.33675 0.11502 0.28544 0.93 -0.13 -0.24
C 0.14940 0.57490 -0.03651 -0.83 0.69 1.63
C 1.15804 -0.57836 -0.04022 -2.13 -0.89 -0.07
N 2.44091 -0.17186 -0.47708 0.76 2.18 -1.07
C 3.61676 -0.77860 -0.21676 0.33 1.36 0.22
O 3.69568 -1.75330 0.45473 0.25 -2.32 0.99
H -1.49423 -0.92924 -0.03287 -0.07 0.40 0.09
H -2.09943 0.74884 -0.19748 0.47 -0.21 0.18
H -1.47138 0.17370 1.37862 -0.16 -0.16 -0.49
H 0.18561 1.30873 -0.86453 0.17 -0.72 0.13
H 0.41768 1.10676 0.89655 0.06 0.50 -0.72
H 1.12906 -0.96225 0.99768 0.48 -0.13 -0.55
H 0.73244 -1.35894 -0.69978 0.45 -0.01 0.27
H 2.49920 0.78665 -0.82979 0.02 -0.69 0.02
H 4.55336 -0.26477 -0.54304 -0.70 0.13 -0.38
O -5.08273 0.50662 -0.12231 1.09 0.48 0.29
H -4.70470 0.62769 0.77807 -0.37 -0.12 -0.98
H -4.38893 0.84842 -0.73064 -0.75 -0.37 0.69
```
Forces are in eV/Å.

Properties
E = -9911.1406 eV
largest force on an atom = 2.54 eV/Å
ΔE to the lowest compared entry with this formula, charge and spin = 106.3 kJ/mol
E_HOMO = -9.86 eV
HOMO-LUMO gap = 10.5 eV
LUMO = 0.64 eV

Results of the Mulliken charge analysis, in e, for atoms 1 through 2:
1 C -0.889
2 C -0.505